No. 1
2 unconnected molecules or ions with the total composition CH4NO2. Source: the Open Molecules 2025 dataset; level of theory: the ωB97M-V functional and the def2-TZVPD basis.

Element x y z (Å)
O  -2.4313  0.5188  0.3252
H  -1.7672  0.1301  -0.2983
C  0.2282  -0.1630  -0.1837
N  1.6694  -0.0815  0.2165
O  -0.1318  -0.2443  -1.3584
H  -1.7827  0.8703  0.9409
H  2.2274  -0.3491  -0.6089
H  1.9880  -0.6813  0.9667

Forces on atoms 1 to 6 (eV/Å):
O -0.02 -0.06 -0.59
H -0.67 0.14 0.34
C -0.19 -0.28 2.12
N -0.25 -0.19 -2.49
O 1.60 0.19 0.10
H 0.08 -0.04 0.26

## Properties
- E_LUMO: 5.044 eV
- Total charge: -1
- Frontier orbital gap: 6.8014 eV
- Energy: -6686.433 eV

No. 2
2 unconnected molecules or ions with the total composition C4H13NO. Source: the Open Molecules 2025 dataset; level of theory: the ωB97M-V functional and the def2-TZVPD basis.

Element x y z (Å)
C  -0.3280  -1.9388  0.1072
C  1.2237  -1.7812  0.1266
C  1.7267  -0.8655  1.2712
H  -0.8397  -0.9691  0.2752
H  -0.7181  -2.2918  -0.8740
H  -0.5680  -2.6374  0.9485
H  1.8672  -2.6885  0.1574
H  1.4665  -1.3220  -0.8172
H  2.7737  -0.4825  1.3343
H  1.3085  -1.1866  2.2480
H  1.2644  0.0965  0.9789
N  -1.1188  1.1967  -1.3959
C  -0.8408  2.0053  -0.1600
O  -1.9476  3.0098  0.0094
H  -0.3661  1.0386  -2.0435
H  -1.7142  1.9175  -1.8530
H  0.1025  2.6624  -0.4230
H  -0.6513  1.4758  0.7302
H  -2.6406  2.7608  -0.6203

Forces on atoms 1 to 6 (eV/Å):
C 0.56 -0.55 0.79
C 0.92 0.00 0.10
C -1.11 1.54 -0.52
H 0.47 -0.48 0.07
H 0.42 -0.12 0.80
H -0.38 0.49 -0.85

## Properties
- E_LUMO: 0.873 eV
- Total charge: 0
- Structure (SMILES): CCC.NCO
- Frontier orbital gap: 10.7075 eV
- Energy: -7894.803 eV

No. 3
3 unconnected molecules or ions with the total composition C21H36N3O5. Source: the Open Molecules 2025 dataset; level of theory: the ωB97M-V functional and the def2-TZVPD basis.

Element x y z (Å)
N  3.0587  -5.5392  0.6704
C  1.5394  -5.7367  0.7683
N  0.8699  -7.0712  0.5388
N  -0.4425  -7.4341  0.5768
C  -1.4379  -6.3896  0.9404
C  -1.0802  -4.7867  1.2617
C  -2.1980  -3.6568  1.6632
C  -2.2668  -2.1096  1.1256
C  -3.4885  -1.0959  1.6488
C  -4.6792  -1.6315  2.6907
C  -4.6214  -3.1878  3.2312
C  -3.3863  -4.1496  2.7311
C  0.5518  -4.4383  1.1388
C  1.1781  -2.9374  1.3592
C  1.2666  -2.4501  2.9265
C  1.3593  -0.7815  2.8807
O  0.0827  -0.1458  3.3027
H  3.4815  -6.5136  0.6217
H  3.3295  -5.2139  1.6456
H  1.5526  -7.8571  0.3032
H  -2.5890  -6.6988  0.9885
H  -1.4655  -1.6998  0.3777
H  -3.4810  0.0308  1.2591
H  -5.5302  -0.8954  3.0510
H  -5.4342  -3.6055  3.9732
H  -3.3375  -5.2682  3.1446
H  2.3054  -2.9878  0.9696
H  0.6537  -2.1403  0.6419
H  0.3914  -2.8385  3.5994
H  2.3431  -2.7918  3.3131
H  1.5368  -0.4121  1.7597
H  2.2821  -0.3656  3.4916
H  -0.5786  -0.8725  3.5396
C  -0.6954  2.7050  -0.6131
O  -1.2172  2.6270  0.7096
C  -0.2121  2.8647  1.7013
C  -0.3140  4.2836  2.2682
O  0.0160  5.2626  1.2778
C  -1.1391  5.8847  0.7293
H  -1.5375  2.7239  -1.3115
H  -0.0965  3.6080  -0.7620
H  -0.0894  1.8190  -0.8240
H  0.7887  2.6715  1.2981
H  -0.3914  2.1489  2.5117
H  0.4148  4.3905  3.0783
H  -1.3112  4.4695  2.6845
H  -1.5674  6.5792  1.4594
H  -1.8944  5.1524  0.4309
H  -0.8371  6.4535  -0.1548
C  1.5211  2.9640  -6.7485
O  2.5816  3.5118  -5.9719
C  2.1161  4.4925  -5.0381
C  2.0297  3.9159  -3.6221
O  1.0085  2.9176  -3.5302
C  1.5408  1.5991  -3.5476
H  1.9053  2.0889  -7.2814
H  0.6785  2.6522  -6.1247
H  1.1850  3.6993  -7.4855
H  1.1524  4.9077  -5.3549
H  2.8499  5.3066  -5.0419
H  1.7532  4.7203  -2.9325
H  2.9986  3.5148  -3.3017
H  2.0210  1.3811  -2.5881
H  2.2603  1.4600  -4.3592
H  0.7151  0.8960  -3.6900

Forces on atoms 1 to 6 (eV/Å):
N -3.28 -2.27 1.93
C -3.06 1.18 0.62
N 2.09 3.23 0.55
N -2.33 5.08 1.53
C 2.71 0.78 -0.19
C 3.09 -1.16 -0.74

## Properties
- E_LUMO: -5.083 eV
- Total charge: +1
- Frontier orbital gap: 5.5763 eV
- Energy: -37043.518 eV

No. 4
2 unconnected molecules or ions with the total composition C2H7S3. Source: the Open Molecules 2025 dataset; level of theory: the ωB97M-V functional and the def2-TZVPD basis.

Element x y z (Å)
C  2.3112  -0.8219  -0.4342
S  2.1090  -0.6280  1.3882
H  1.3976  -1.2173  -0.8711
H  3.1857  -1.4612  -0.4982
H  2.4284  0.1332  -0.9416
C  -1.7467  -0.8602  -1.6408
S  -1.6256  -0.1690  0.0801
S  -0.7561  1.6971  -0.3506
H  -1.8675  -0.1389  -2.4406
H  -0.8239  -1.4029  -1.8906
H  -2.5199  -1.6350  -1.6384
H  1.5813  0.5987  1.2854

Forces on atoms 1 to 6 (eV/Å):
C -0.40 0.17 0.65
S 0.14 0.31 -0.61
H 0.10 -0.48 0.13
H -0.08 -0.11 -0.63
H 0.42 0.09 0.32
C 0.64 -0.96 0.70

## Properties
- E_LUMO: 3.470 eV
- Total charge: -1
- Frontier orbital gap: 5.8143 eV
- Energy: -34694.310 eV

The energy relative to the best compared isomer or geometry (same formula, charge and spin) results, record by record, are as follows: 2.060, 1.858, 15.551, 0.515 eV.